14
Properties=species:S:1:pos:R:3 method="wB97M-V/def2-TZVPD" max_force_ev_per_a=4.11 e_homo_ev="-7.45 / -8.33" orbital_gap_ev="7.60 / 9.05" total_energy_ev=-8368.366 e_lumo_ev="0.15 / 0.72"
C 1.53743 -0.98232 0.08542
C 1.30489 0.45637 0.03774
C -0.23976 0.67053 0.15035
C -1.41941 0.19638 -0.73649
O -0.69788 0.79110 1.43487
O -1.74914 -1.10257 -0.78202
H 1.17667 -1.51471 -0.80561
H 1.39106 -1.38434 1.04122
H 1.75394 1.00167 0.77858
H 1.63971 0.97934 -0.88746
H -1.26252 0.46777 -1.78157
H -2.16002 0.85490 -0.34634
H 0.06789 1.14327 1.87656
H -1.34285 -1.57740 -0.06524